Entry 1:
{
  "formula": "C23H25N7O5STi",
  "method": "wB97M-V/def2-TZVPD",
  "symbols": ["Ti", "O", "C", "O", "C", "C", "C", "C", "C", "N", "C", "O", "O", "H", "H", "H", "C", "C", "C", "C", "C", "C", "N", "N", "C", "C", "C", "C", "C", "N", "H", "H", "H", "H", "H", "H", "H", "H", "H", "C", "N", "C", "S", "N", "C", "H", "H", "H", "H", "H", "H", "H", "H", "C", "C", "N", "O", "H", "H", "H", "H", "H"],
  "coordinates": [[-0.8270, -1.6866, 0.0061], [1.7457, -2.8311, -2.7076], [0.9320, -2.1580, -2.1704], [-0.1397, -2.6360, -1.4680], [0.8366, -0.6522, -2.1960], [1.3115, 0.2007, -3.1669], [0.7324, 1.4728, -3.2479], [-0.3536, 1.8041, -2.4470], [-0.7455, 0.8872, -1.4856], [-0.0867, -0.2478, -1.3280], [-2.0868, 0.8056, -0.8074], [-2.9977, 1.5499, -0.9803], [-2.1920, -0.3785, -0.1468], [2.0489, -0.1390, -3.8806], [1.0686, 2.1619, -4.0108], [-0.9191, 2.7150, -2.5801], [3.4089, -5.6476, -0.4109], [2.0288, -5.7466, -0.2870], [1.2958, -4.6486, 0.1215], [1.9643, -3.4641, 0.4237], [3.3535, -3.3575, 0.3181], [4.0667, -4.4583, -0.1116], [1.1786, -2.3863, 0.8901], [1.7758, -1.4550, 1.4734], [0.8895, -0.5597, 2.1113], [1.4162, 0.3367, 3.0142], [0.5150, 1.0162, 3.8274], [-0.8427, 0.7957, 3.6709], [-1.2838, -0.0438, 2.6625], [-0.4286, -0.7320, 1.8994], [3.9821, -6.5025, -0.7429], [1.5270, -6.6765, -0.5141], [0.2200, -4.7100, 0.2190], [3.8582, -2.4334, 0.5571], [5.1411, -4.3965, -0.2140], [2.4859, 0.4500, 3.1059], [0.8719, 1.7106, 4.5755], [-1.5668, 1.3014, 4.2919], [-2.3349, -0.1717, 2.4432], [-3.3503, 3.0742, 1.9271], [-2.7430, 4.1481, 1.1707], [-1.4630, 4.1792, 0.7633], [-0.4084, 2.8765, 1.0187], [-1.0781, 5.3097, 0.1524], [0.2586, 5.6221, -0.3220], [-4.4306, 3.1809, 1.8676], [-3.0481, 3.1043, 2.9765], [-3.0680, 2.1168, 1.4976], [-3.3006, 4.9766, 1.0359], [-1.7620, 6.0466, 0.0707], [0.9268, 4.8130, -0.0459], [0.6099, 6.5450, 0.1371], [0.2629, 5.7425, -1.4055], [-3.6889, -3.1494, -1.4167], [-3.3577, -3.3157, 0.0221], [-4.2447, -3.7676, 0.8725], [-2.2024, -2.9976, 0.4651], [-4.5214, -3.7780, -1.7234], [-2.8073, -3.3719, -2.0162], [-3.9631, -2.1016, -1.5713], [-5.1576, -4.0689, 0.5676], [-3.9992, -3.8698, 1.8475]],
  "atomic_forces_ev_per_a": [[-0.6584, -0.1010, -0.1302], [-0.0447, 0.0497, -0.0685], [0.0430, -0.0886, -0.0004], [0.0521, 0.1721, 0.5561], [0.1470, -0.0215, -0.3453], [0.0152, -0.0213, 0.1254], [-0.0625, 0.0149, 0.0409], [0.1289, -0.0527, 0.0439], [-0.1230, 0.1738, -0.0744], [-0.2443, -0.2012, 0.1896], [-0.1629, -0.0564, -0.0312], [0.1231, 0.0632, 0.0832], [0.3079, -0.3109, 0.1136], [0.0098, -0.0103, 0.0100], [-0.0041, 0.0045, -0.0047], [0.0029, 0.0083, -0.0012], [-0.0287, -0.0114, 0.0034], [-0.0108, -0.0024, 0.0015], [0.0851, -0.0031, 0.0022], [0.1039, 0.0777, 0.0124], [0.0021, -0.1586, -0.0664], [0.0112, 0.0397, 0.0101], [-0.0016, 0.3311, -0.2353], [-0.1829, -0.3110, 0.2065], [0.2452, 0.0334, -0.0252], [-0.2800, -0.0949, 0.0743], [-0.0390, 0.0373, 0.0159], [-0.0036, 0.0030, 0.0134], [0.0227, -0.0219, -0.0696], [0.1826, 0.2009, -0.2780], [-0.0155, -0.0148, -0.0065], [0.0064, -0.0096, -0.0033], [0.0033, 0.0180, 0.0042], [-0.0390, 0.0404, 0.0111], [0.0005, 0.0094, 0.0005], [0.0185, -0.0402, -0.0194], [0.0068, -0.0020, 0.0013], [0.0049, 0.0094, 0.0042], [0.0009, 0.0117, 0.0094], [0.0115, -0.0285, 0.0422], [0.0250, 0.0265, -0.0541], [0.0005, 0.0461, 0.0062], [0.0474, -0.0896, 0.0057], [-0.0489, -0.0032, 0.0024], [0.0370, 0.0050, -0.0159], [-0.0027, 0.0127, -0.0021], [0.0127, 0.0036, -0.0113], [-0.0354, 0.0049, 0.0042], [-0.0133, -0.0145, -0.0113], [0.0140, 0.0106, -0.0007], [-0.0069, 0.0049, 0.0001], [-0.0085, 0.0013, -0.0027], [0.0005, 0.0008, -0.0009], [-0.0255, 0.0249, 0.0175], [-0.1114, -0.0277, 0.0816], [0.1439, -0.0596, -0.0984], [0.3796, 0.3340, -0.1258], [-0.0029, 0.0055, 0.0043], [-0.0205, -0.0113, -0.0106], [0.0254, -0.0043, -0.0139], [-0.0027, 0.0006, -0.0002], [-0.0420, -0.0074, 0.0099]],
  "nbo_charge": [1.827, -0.461, 0.761, -0.717, 0.098, -0.179, -0.102, -0.168, 0.155, -0.484, 0.780, -0.496, -0.735, 0.272, 0.255, 0.267, -0.129, -0.191, -0.182, 0.116, -0.196, -0.190, -0.202, -0.102, 0.296, -0.185, -0.083, -0.197, 0.115, -0.541, 0.241, 0.237, 0.220, 0.244, 0.242, 0.267, 0.256, 0.253, 0.231, -0.404, -0.573, 0.350, -0.412, -0.568, -0.421, 0.224, 0.194, 0.210, 0.399, 0.396, 0.240, 0.220, 0.203, -0.723, 0.756, -0.693, -0.677, 0.262, 0.271, 0.282, 0.437, 0.435],
  "homo_ev": -13.1,
  "max_force_ev_per_a": 0.7,
  "charge": 2,
  "orbital_gap_ev": 5.48,
  "spin_multiplicity": 1
}

=====

Entry 2:
{
  "formula": "C3H4N2O",
  "method": "wB97M-V/def2-TZVPD",
  "symbols": ["C", "C", "C", "N", "N", "O", "H", "H", "H", "H"],
  "coordinates": [[-4.0201, -0.0073, 0.0335], [-1.7611, 0.4114, -0.0758], [0.3313, -0.5737, -0.0148], [-5.0675, -0.4419, 0.0046], [-1.6672, 1.6195, -0.1979], [-1.0868, -0.7184, 0.0381], [0.5605, 0.1282, 0.8084], [0.5151, -0.1573, -1.0462], [0.6400, -1.6108, 0.1608], [-0.8041, 2.1903, -0.0859]],
  "atomic_forces_ev_per_a": [[5.8085, 0.6464, -0.2251], [-1.8739, 0.1204, 0.2080], [-0.2617, 0.6991, -0.5661], [-2.4916, -0.7542, -0.0057], [0.8997, -0.4026, 0.4177], [-3.1607, 0.9215, 0.0356], [0.6774, -0.4599, -0.5524], [0.6497, -0.5413, 1.1937], [0.5605, 0.6349, -0.2066], [-0.8079, -0.8644, -0.2990]],
  "nbo_charge": [0.088, 0.794, -0.257, -0.479, -0.690, -0.495, 0.194, 0.202, 0.229, 0.414],
  "homo_ev": [-10.6, -10.6],
  "max_force_ev_per_a": 5.8,
  "orbital_gap_ev": [9.68, 9.68],
  "spin_multiplicity": 1
}

=====

Entry 3:
{
  "formula": "C6H15NO10PdS2",
  "method": "wB97M-V/def2-TZVPD",
  "symbols": ["Pd", "S", "O", "O", "O", "O", "S", "O", "O", "O", "O", "C", "O", "C", "C", "N", "C", "C", "O", "C", "H", "H", "H", "H", "H", "H", "H", "H", "H", "H", "H", "H", "H", "H", "H"],
  "coordinates": [[-0.8130, 1.1060, -0.8544], [-3.3245, 0.7865, -2.0769], [-2.0962, -0.0176, -2.0014], [-2.9304, 1.8606, -1.1965], [-3.5574, 1.2456, -3.4268], [-4.4342, 0.0760, -1.4863], [0.4204, 3.4334, -1.3721], [1.7682, 3.5390, -1.9114], [-0.3950, 2.6563, -2.2557], [0.3784, 2.6423, -0.1580], [-0.2400, 4.7186, -1.1092], [2.5669, -3.4980, 0.8483], [2.1436, -2.6626, -0.1963], [2.8385, -1.4353, -0.2032], [1.9378, -0.3694, -0.8046], [0.6144, -0.3959, -0.2065], [0.6680, -0.0744, 1.1803], [-0.7530, -0.1425, 1.7831], [-1.6134, 0.6938, 1.0257], [-2.9688, 0.5339, 1.4494], [1.8209, -4.2624, 1.0658], [2.7350, -2.9751, 1.7898], [3.4128, -4.0503, 0.4390], [3.6312, -1.6040, -0.9321], [3.2260, -1.0480, 0.7391], [1.8713, -0.5049, -1.8841], [2.4401, 0.5928, -0.7046], [0.3621, -1.3738, -0.2213], [1.1685, 0.8824, 1.3298], [1.1523, -0.7853, 1.8498], [-0.7455, 0.1945, 2.8197], [-1.0609, -1.1875, 1.7481], [-3.0945, 0.7745, 2.5051], [-3.3948, -0.4687, 1.4879], [-3.7345, 1.1196, 0.9407]],
  "atomic_forces_ev_per_a": [[-1.3873, 0.5957, -1.9428], [-0.8203, 0.2960, -1.1006], [1.5973, -3.8960, -1.2165], [0.0779, 3.6188, 2.2908], [-0.5496, -0.1234, -0.8465], [-1.5862, -1.1729, 0.3111], [0.4895, 4.6934, -0.9433], [1.0867, 0.2908, 0.2051], [-1.7379, -2.0304, -3.8008], [1.6585, -1.2995, 4.6854], [0.8336, 0.2461, -0.0674], [-0.2100, -0.8520, -0.6216], [-0.8612, 0.1640, 1.3758], [0.1813, 0.4678, -1.7855], [0.5363, 0.0389, -0.6269], [1.4017, -0.7156, -0.0755], [-0.9542, 0.5628, 2.1859], [0.6255, 0.9752, -0.7465], [-1.6180, -1.3422, 2.3379], [-1.2769, 0.0549, 1.0165], [-0.3687, 0.1118, -0.2193], [0.4214, 0.1543, -0.0867], [0.6739, -0.0402, 0.7210], [0.7459, 0.4255, 0.2856], [-0.0207, -0.7175, 0.3923], [-0.3756, -0.1883, 0.0120], [-0.3757, 0.2977, 0.2574], [-0.6479, -0.2362, -0.6287], [-0.3635, 0.2281, -0.1436], [0.8174, -0.5698, -0.1927], [0.0603, -0.0266, 0.2368], [-0.3938, -0.2011, -0.0774], [0.6524, 0.6564, 0.4867], [0.7275, -0.6810, -0.9404], [0.9604, 0.2148, -0.7378]],
  "nbo_charge": [1.255, 2.628, -1.106, -1.083, -1.049, -1.094, 2.618, -1.082, -1.044, -1.111, -1.065, -0.246, -0.553, -0.098, -0.246, -0.606, -0.256, -0.051, -0.533, -0.256, 0.180, 0.169, 0.161, 0.173, 0.171, 0.217, 0.240, 0.382, 0.245, 0.144, 0.170, 0.156, 0.134, 0.168, 0.268],
  "s2": 2.00,
  "homo_ev": [-0.4, -1.3],
  "max_force_ev_per_a": 5.1,
  "charge": -2,
  "orbital_gap_ev": [4.46, 5.40],
  "spin_multiplicity": 3
}

=====

Entry 4:
{
  "formula": "C3H3F2FeNO13S2",
  "method": "wB97M-V/def2-TZVPD",
  "symbols": ["Fe", "N", "S", "O", "O", "F", "S", "O", "O", "F", "O", "C", "O", "O", "H", "O", "C", "O", "O", "H", "O", "C", "O", "O", "H"],
  "coordinates": [[0.2919, 0.5328, 0.1746], [-0.0803, -1.1688, -0.5982], [0.5813, -2.5569, -0.6688], [1.6092, -2.7808, -1.6739], [-0.0264, -3.7037, -0.0048], [1.5646, -2.2085, 0.5160], [-1.3809, -1.8211, -1.5790], [-2.3933, -2.6529, -0.9607], [-1.1195, -2.0613, -3.0020], [-2.1777, -0.3883, -1.6338], [-1.0469, 4.0370, -0.8194], [-0.3875, 2.8761, -0.5984], [0.2601, 2.6058, 0.4425], [-0.5242, 1.8801, -1.2551], [-1.7813, 3.8842, -1.4185], [-2.4752, -0.0699, 3.1366], [-1.5941, 0.1524, 2.1776], [-0.4124, -0.0957, 2.1746], [-1.8247, 0.5762, 1.0639], [-3.3098, 0.1840, 2.7358], [4.2814, 0.5854, 0.2054], [2.9818, 0.6076, 0.1610], [2.2322, 0.7160, -0.8204], [2.2024, 0.3819, 1.1171], [4.5294, 0.4885, 1.1278]],
  "atomic_forces_ev_per_a": [[0.9331, 2.8888, 2.4508], [-4.6137, -2.7652, -3.7287], [9.1276, -5.0648, 4.2447], [-2.6017, 0.2374, -0.2853], [-0.9421, 1.3354, -2.2545], [0.8119, 0.6920, 1.0144], [-6.3049, 3.6306, -3.0182], [2.0926, 0.8137, -0.0648], [0.8363, 0.1748, 2.9309], [1.0976, -1.2038, 0.0791], [1.0961, -0.0527, 0.6146], [-0.3726, -0.1794, 2.7771], [1.2702, 2.5229, 2.6662], [-1.9784, -3.0880, -5.3628], [0.1026, -0.3763, -0.3325], [0.1402, 0.0393, 0.3413], [1.0081, -0.1818, -1.7187], [6.4153, -2.6042, 4.5815], [-5.7359, 3.0583, -4.8114], [-0.4333, 0.0620, 0.0055], [0.7386, 0.4331, -0.4790], [-4.9029, -1.1456, 0.1607], [1.2522, 1.1973, -5.2268], [0.9368, -0.3088, 5.0705], [0.0263, -0.1149, 0.3455]],
  "nbo_charge": [1.930, -1.157, 2.381, -0.863, -0.838, -0.525, 2.313, -0.835, -0.832, -0.493, -0.688, 0.988, -0.758, -0.736, 0.500, -0.663, 0.970, -0.735, -0.779, 0.496, -0.651, 0.981, -0.746, -0.765, 0.504],
  "s2": 8.76,
  "homo_ev": [-6.4, -6.3],
  "max_force_ev_per_a": 11.3,
  "charge": -1,
  "orbital_gap_ev": [8.28, 7.54],
  "spin_multiplicity": 6
}

=====

Entry 5:
{
  "formula": "C6H30NO9",
  "method": "wB97M-V/def2-TZVPD",
  "symbols": ["C", "C", "C", "C", "C", "N", "C", "O", "H", "H", "H", "H", "H", "H", "H", "H", "H", "H", "H", "H", "H", "H", "H", "H", "O", "H", "H", "O", "H", "H", "O", "H", "H", "O", "H", "H", "O", "H", "H", "O", "H", "H", "O", "H", "H", "O"],
  "coordinates": [[-0.6645, 0.4756, 1.1866], [0.4569, 0.3935, 0.0989], [1.0165, 1.8301, -0.1388], [2.1248, 2.2917, 0.8090], [1.4450, 2.1536, -1.5614], [1.5392, -0.5969, 0.3039], [1.1142, -2.0958, 0.3947], [0.0885, -2.4113, 1.2009], [-1.2968, -0.3666, 1.0747], [-1.3822, 1.2953, 0.9701], [-0.2583, 0.4697, 2.1799], [0.0313, 0.1024, -0.8949], [0.1126, 2.5152, -0.0486], [3.0400, 1.7790, 0.4599], [2.3322, 3.3483, 0.8015], [1.9090, 1.8570, 1.7893], [0.5887, 2.0119, -2.2304], [2.1176, 1.3602, -1.9380], [1.7535, 3.1693, -1.7758], [2.0126, -0.3510, 1.1834], [0.8059, -2.4051, -0.6278], [2.0745, -2.5740, 0.7422], [-0.7375, -2.6267, -2.4910], [-1.7356, -3.1549, -1.3899], [-1.6215, -3.0064, -2.3760], [-3.0693, 2.2311, -2.8185], [-2.8360, 1.5908, -1.6314], [-3.0239, 2.5209, -1.8905], [-0.9754, -3.3262, 0.5884], [-2.4661, -3.2738, 0.7767], [-1.8480, -3.6665, 0.1522], [2.6004, -0.4007, -3.0935], [2.6975, -1.0878, -1.6710], [2.6637, -1.2397, -2.6243], [-2.6800, -1.7366, -2.5622], [-3.9997, -1.2753, -3.0778], [-3.2704, -0.9298, -2.5306], [-2.3145, 3.4834, -0.4228], [-0.7923, 3.4724, -0.2228], [-1.5999, 3.9576, 0.0250], [1.2923, -0.4366, 4.7118], [1.8451, 0.0643, 3.4541], [1.7147, 0.3583, 4.3595], [-0.8863, -1.7670, 4.1066], [0.0540, -2.1130, 2.8288], [0.0278, -1.8901, 3.8199]],
  "atomic_forces_ev_per_a": [[-0.0535, 0.2854, -1.6799], [-0.0734, 0.1756, -0.7544], [-0.8040, 1.8675, -0.3635], [0.0699, -2.0443, -0.1405], [-0.7086, -1.8982, -1.2637], [-0.4041, -0.3764, 0.5578], [0.2441, 0.7745, 0.1413], [-0.2076, 0.0456, 0.9211], [-0.2849, -1.2551, 0.1755], [0.8678, 0.1335, 0.4135], [0.0770, 0.3206, 0.5581], [-0.1739, 0.1358, 0.7439], [1.4574, -1.3640, 0.6705], [-0.1373, 0.2353, 0.1895], [-0.2757, 0.3812, 0.2092], [0.1730, 0.7098, 0.3046], [-0.2634, 0.0448, 0.0575], [0.4205, 0.7613, 0.2616], [0.5910, 0.1086, 0.4044], [-0.1908, -0.3583, -0.3857], [0.8570, 0.2798, -0.0897], [-0.4247, 0.1965, -0.6775], [-0.2289, -0.1813, 0.1188], [0.1124, -0.1955, -0.2536], [0.2479, 0.1845, 0.0143], [-0.2202, 1.1524, -0.2283], [-0.1285, 0.5232, 0.9857], [0.1528, -2.1563, -0.8910], [0.0614, 0.3047, -0.2209], [-0.2904, -0.0182, -0.2304], [0.2130, -0.0674, 0.5378], [0.0105, -0.0564, 0.5128], [-0.3183, 0.5020, 0.1759], [0.1432, -0.4391, -0.5951], [0.1967, 0.5584, 0.4004], [0.1711, 0.6009, 0.3789], [-0.4639, -0.7459, -0.7549], [0.2388, 0.1860, -0.1547], [-0.8607, 0.6186, 0.0621], [0.1350, 0.1194, 0.1335], [-0.2849, -0.0340, -0.0090], [0.0201, 0.1464, -0.1828], [0.2513, -0.0526, 0.1211], [0.2821, -0.0818, -0.4425], [-0.2160, 0.1068, 0.1856], [0.0201, -0.1344, 0.0831]],
  "nbo_charge": [-0.642, -0.044, -0.161, -0.625, -0.619, -0.709, 0.139, -0.940, 0.231, 0.196, 0.219, 0.184, 0.145, 0.203, 0.212, 0.211, 0.200, 0.194, 0.208, 0.332, 0.114, 0.117, 0.477, 0.517, -0.999, 0.479, 0.490, -0.960, 0.517, 0.465, -1.014, 0.464, 0.502, -0.972, 0.501, 0.452, -1.006, 0.489, 0.448, -0.952, 0.494, 0.459, -0.958, 0.459, 0.524, -1.041],
  "homo_ev": -5.3,
  "max_force_ev_per_a": 2.4,
  "charge": -1,
  "orbital_gap_ev": 8.15,
  "spin_multiplicity": 1
}